Entry 1:
Below is 4 unconnected molecules or ions with the total composition C15H23NO15S4, with properties calculated with ωB97M-V/def2-TZVPD.

Last column: Löwdin charge in e.
Positions of all 58 atoms, in Å:
O -5.362 1.650 -0.452  -0.28
S -4.563 0.459 -0.465  0.65
O -4.537 -0.334 0.721  -0.24
O -5.082 -0.396 -1.691  -0.21
C -4.135 -1.443 -2.011  -0.20
C -3.052 -0.872 -2.891  -0.16
C -2.486 0.470 -2.391  -0.13
C -2.892 0.921 -0.958  -0.26
C -1.877 0.437 0.050  -0.30
C -1.298 1.355 0.908  0.00
C -0.329 0.920 1.803  -0.03
C 0.002 -0.424 1.779  -0.06
C -0.668 -1.264 0.898  -0.11
N -1.595 -0.867 0.034  0.14
H -3.711 -1.867 -1.102  0.11
H -4.669 -2.231 -2.533  0.13
H -2.254 -1.604 -2.992  0.12
H -3.451 -0.710 -3.892  0.11
H -2.715 1.278 -3.079  0.11
H -1.403 0.372 -2.367  0.12
H -2.926 2.006 -0.952  0.12
H -1.605 2.388 0.881  0.09
H 0.150 1.621 2.469  0.11
H 0.760 -0.815 2.438  0.09
H -0.433 -2.321 0.898  0.10
O -2.425 6.952 1.790  -0.21
S -2.714 5.581 1.585  0.59
O -1.691 4.599 1.669  -0.23
O -3.492 5.424 0.202  -0.19
C -4.760 4.763 0.407  -0.15
C -5.150 5.155 1.816  -0.15
O -3.909 5.127 2.540  -0.18
H -4.620 3.687 0.311  0.10
H -5.470 5.104 -0.340  0.14
H -5.850 4.458 2.267  0.14
H -5.554 6.169 1.861  0.13
O 2.796 -2.618 3.026  -0.21
S 2.794 -2.859 1.631  0.58
O 2.564 -1.821 0.694  -0.22
O 1.810 -4.078 1.330  -0.19
C 2.507 -5.132 0.643  -0.15
C 3.935 -5.013 1.135  -0.15
O 4.152 -3.595 1.218  -0.20
H 2.433 -4.955 -0.431  0.14
H 2.053 -6.086 0.891  0.14
H 4.657 -5.452 0.453  0.14
H 4.057 -5.443 2.131  0.14
O 8.153 -2.390 -2.168  -0.22
S 7.434 -1.172 -2.259  0.59
O 7.535 -0.342 -3.403  -0.22
O 7.732 -0.317 -0.941  -0.19
C 6.509 0.003 -0.260  -0.15
C 5.586 -1.149 -0.596  -0.16
O 5.885 -1.443 -1.971  -0.19
H 6.130 0.950 -0.648  0.14
H 6.699 0.094 0.805  0.14
H 4.535 -0.896 -0.493  0.12
H 5.810 -2.032 0.003  0.12

Cartesian forces (eV/Å) of the 3 atoms listed first:
O 0.0 0.0 -0.2
S -0.5 0.6 0.3
O 0.1 -0.2 -0.1

## Properties
F_max: 0.90 eV Å⁻¹
Structure (SMILES): O=S1(=O)OCCC[C@@H]1c1ccccn1.O=S1(=O)OCCO1.O=S1(=O)OCCO1.O=S1(=O)OCCO1
Kohn-Sham gap: 9.8 eV

---

Entry 2:
Below is C15H23NO2S in the gas phase at a distorted geometry, with properties calculated with ωB97M-V/def2-TZVPD.

Last column: Löwdin charge in e.
Positions of all 42 atoms, in Å:
C 5.340 -1.155 1.789  -0.10
C 4.972 -1.907 0.517  -0.25
C 3.777 -2.846 0.737  -0.12
C 2.539 -2.081 1.016  -0.34
N 1.975 -1.895 2.159  0.22
C 0.886 -1.094 1.905  -0.14
C 0.853 -0.834 0.558  -0.18
O 1.897 -1.457 -0.015  0.14
C -0.165 -0.042 -0.167  -0.06
C -1.431 -0.002 0.703  -0.31
C -2.471 0.979 0.150  -0.22
C -2.987 0.651 -1.250  -0.64
C -3.757 -0.658 -1.316  -0.13
S -4.100 2.024 -1.793  0.88
C -3.114 2.770 -3.137  -0.54
C -1.898 3.524 -2.634  -0.17
C -1.069 0.394 2.140  -0.07
C -0.108 -0.567 2.835  -0.34
O -0.177 -0.816 4.013  0.11
H 5.639 -1.852 2.568  0.08
H 4.491 -0.585 2.158  0.07
H 6.164 -0.471 1.601  0.07
H 5.824 -2.502 0.184  0.11
H 4.727 -1.198 -0.278  0.11
H 3.620 -3.453 -0.157  0.12
H 3.968 -3.497 1.590  0.13
H 0.206 0.976 -0.331  0.14
H -0.359 -0.491 -1.143  0.13
H -1.864 -1.007 0.730  0.15
H -2.037 1.983 0.137  0.11
H -3.328 1.005 0.826  0.12
H -2.172 0.642 -1.974  0.09
H -3.101 -1.503 -1.115  0.07
H -4.190 -0.788 -2.306  0.07
H -4.564 -0.657 -0.588  0.08
H -2.840 1.974 -3.830  0.07
H -3.809 3.446 -3.634  0.06
H -1.395 4.012 -3.467  0.07
H -2.197 4.282 -1.915  0.07
H -1.190 2.850 -2.156  0.05
H -0.587 1.377 2.137  0.14
H -1.969 0.471 2.752  0.13

Cartesian forces (eV/Å) of the 3 atoms listed first:
C 0.0 0.0 -0.2
C 0.0 -0.1 0.1
C 0.1 0.2 -0.4

## Properties
F_max: 1.32 eV Å⁻¹
Structure (SMILES): CCCc1nc2c(o1)C[C@H](C[C@@H](C)SCC)CC2=O
Kohn-Sham gap: 9.3 eV

---

Entry 3:
Below is 2 unconnected molecules or ions with the total composition C15H24BrN4O2 at a distorted geometry, with properties calculated with ωB97M-V/def2-TZVPD.

Last column: Löwdin charge in e.
Positions of all 46 atoms, in Å:
C -1.419 -1.265 0.281  -0.13
C -2.059 -0.713 -1.124  -0.25
C -1.287 0.574 -1.783  -0.60
Br -2.733 1.667 -2.715  0.65
N -0.624 1.504 -0.791  0.08
C 0.754 1.658 -0.712  -0.16
N 1.343 2.632 0.321  0.12
N 1.742 0.934 -1.610  0.00
C 2.400 -0.242 -0.920  -0.13
C 2.542 -1.498 -1.988  -0.20
O 2.341 -1.256 -3.311  -0.06
C 2.959 -3.046 -1.549  -0.09
C 2.456 -3.790 -0.169  -0.02
C 2.900 -5.367 0.156  -0.05
C 3.866 -6.137 -0.934  -0.05
C 4.368 -5.428 -2.336  -0.05
C 3.922 -3.873 -2.637  0.01
H -1.381 -2.454 0.190  0.10
H -2.145 -1.058 1.200  0.10
H -0.361 -0.841 0.547  0.05
H -3.170 -0.359 -0.871  0.10
H -2.094 -1.586 -1.937  0.14
H -0.569 0.216 -2.663  0.13
H -1.233 2.079 -0.140  0.12
H 1.154 2.142 1.243  0.12
H 2.382 2.597 0.222  0.09
H 2.521 1.594 -1.891  0.15
H 1.727 -0.580 -0.024  0.11
H 3.462 0.024 -0.458  0.15
H 1.764 -3.223 0.620  0.08
H 2.564 -5.959 1.110  0.09
H 4.248 -7.248 -0.753  0.10
H 5.029 -5.964 -3.142  0.09
H 4.267 -3.338 -3.630  0.10
C -2.173 4.627 2.186  0.00
C -2.864 3.296 2.064  -0.52
O -2.386 2.368 1.417  -0.02
N -4.060 3.139 2.701  0.01
C -4.779 4.102 3.501  -0.06
H -1.232 4.605 1.628  0.08
H -2.803 5.417 1.769  0.10
H -1.946 4.836 3.236  0.09
H -4.466 2.220 2.574  0.15
H -4.910 3.682 4.501  0.09
H -5.760 4.258 3.046  0.09
H -4.257 5.057 3.575  0.08

Cartesian forces (eV/Å) of the 3 atoms listed first:
C -0.6 -1.1 0.3
C -0.7 0.2 0.6
C -0.4 -1.2 -1.1

## Properties
Total charge: +1
F_max: 8.62 eV Å⁻¹
Kohn-Sham gap: 7.1 eV

---

Entry 4:
Below is a molecular structure, C15H24F21O25S11Zn2 at a distorted geometry, with properties calculated with ωB97M-V/def2-TZVPD.

Last column: Löwdin charge in e.
Positions of all 98 atoms, in Å:
Zn 10.023 6.720 14.672  0.82
Zn 7.287 7.992 10.407  0.68
C 11.903 7.374 10.925  -0.67
F 12.856 6.503 11.275  0.13
F 12.066 8.490 11.592  0.15
F 11.977 7.565 9.618  0.15
S 10.254 6.556 11.276  0.61
O 10.308 5.203 10.770  -0.25
O 10.195 6.650 12.743  -0.34
O 9.211 7.389 10.671  -0.30
C 3.479 10.171 17.177  -0.66
F 3.402 11.342 17.810  0.10
F 2.307 9.835 16.647  0.12
F 4.351 10.362 16.161  0.09
S 4.065 8.855 18.425  0.44
O 3.280 9.179 19.628  -0.38
O 3.737 7.551 17.882  -0.35
O 5.469 9.136 18.615  -0.33
C 10.029 10.846 8.766  -0.66
F 10.619 11.970 8.407  0.14
F 9.644 10.156 7.686  0.12
F 10.871 10.078 9.474  0.10
S 8.456 11.187 9.780  0.55
O 8.093 9.837 10.259  -0.35
O 8.843 12.217 10.754  -0.33
O 7.477 11.690 8.831  -0.30
C 9.302 5.290 18.695  -0.67
F 9.612 4.182 18.009  0.11
F 8.011 5.504 18.553  0.16
F 9.626 5.133 19.968  0.14
S 10.270 6.823 18.031  0.53
O 10.219 6.745 16.568  -0.36
O 9.471 7.850 18.628  -0.26
O 11.653 6.703 18.471  -0.32
C 2.967 9.290 9.646  -0.66
F 2.792 10.272 10.513  0.15
F 2.791 8.108 10.223  0.13
F 2.104 9.428 8.631  0.12
S 4.717 9.287 8.909  0.55
O 4.725 8.367 7.789  -0.32
O 5.014 10.650 8.466  -0.31
O 5.571 8.810 10.016  -0.35
C 5.089 4.190 11.112  -0.62
F 4.285 5.060 11.733  0.12
F 4.978 2.975 11.679  0.11
F 4.613 4.083 9.845  0.10
S 6.869 4.826 11.116  0.52
O 6.776 6.063 10.307  -0.33
O 7.191 5.065 12.494  -0.29
O 7.635 3.794 10.467  -0.29
C 5.512 7.761 14.427  -0.68
F 4.561 8.549 13.926  0.13
F 5.374 7.707 15.719  0.17
F 5.351 6.552 13.953  0.16
S 7.191 8.463 13.850  0.63
O 8.213 7.552 14.391  -0.33
O 7.026 8.352 12.388  -0.31
O 7.277 9.835 14.323  -0.28
C 9.780 14.218 18.877  -0.26
S 9.755 12.644 17.933  0.79
O 9.721 11.510 18.919  -0.53
C 8.168 12.934 17.130  -0.25
H 9.923 14.991 18.125  0.04
H 10.598 14.173 19.593  0.04
H 8.852 14.263 19.445  0.05
H 7.343 13.096 17.820  0.06
H 7.887 12.108 16.476  0.05
H 8.296 13.802 16.476  0.05
C 1.672 6.905 14.395  -0.24
S -0.115 6.826 14.825  0.82
O -0.634 8.204 14.524  -0.58
C -0.742 5.679 13.536  -0.28
H 1.816 7.573 13.543  0.06
H 2.122 5.924 14.246  0.05
H 2.279 7.433 15.135  0.04
H -0.769 4.634 13.835  0.04
H -0.220 5.686 12.574  0.05
H -1.713 6.114 13.295  0.03
C 5.892 14.451 12.437  -0.26
S 4.949 13.016 11.690  0.83
O 5.339 12.715 10.272  -0.54
C 5.636 11.752 12.806  -0.25
H 5.406 14.811 13.342  0.03
H 6.179 15.296 11.810  0.04
H 6.873 14.008 12.638  0.03
H 6.713 11.641 12.730  0.04
H 5.036 10.848 12.793  0.04
H 5.412 12.225 13.771  0.04
C 11.789 10.560 16.023  -0.25
S 11.876 9.634 14.472  0.93
O 10.989 8.425 14.574  -0.58
C 10.813 10.818 13.577  -0.21
H 12.591 10.314 16.716  0.06
H 10.833 10.281 16.471  0.06
H 11.845 11.595 15.699  0.04
H 10.468 10.269 12.697  0.05
H 11.343 11.714 13.260  0.06
H 9.891 11.045 14.113  0.06

Cartesian forces (eV/Å) of the 3 atoms listed first:
Zn -1.0 1.0 -0.2
Zn -0.3 0.2 0.5
C -1.3 -1.5 -0.3

## Properties
Total charge: -3
F_max: 3.82 eV Å⁻¹
Kohn-Sham gap: 6.6 eV